1.
This record from the Open Molecules 2025 dataset describes C3H6N2S2 in the gas phase. The level of theory is wB97M-V/def2-TZVPD.

As for the SMILES: C=CN(S)/C=N\S. The frontier orbital gap is 9.17 eV. The max |F| comes out at 0.1253 Eh/bohr. The energy above the lowest of the compared OMol25 structures with the same formula, charge and spin is 4.3202 eV. As for the LUMO energy: 0.01899 Eh.

Last column: Mulliken charge in e.
CARTESIAN COORDINATES (ANGSTROEM)
C1 0.878 1.975 0.417  -0.51
C2 -0.285 1.431 -0.021  -0.24
N1 -0.842 0.105 0.015  -0.12
S1 -2.376 -0.304 -0.183  -0.20
C3 0.000 -0.787 0.887  0.04
N2 1.263 -0.905 0.821  -0.45
S2 1.961 -0.573 -0.619  -0.12
H1 1.072 2.922 -0.114  0.25
H2 1.850 1.366 0.880  0.29
H3 -0.833 2.065 -0.843  0.25
H4 -2.226 -1.113 -1.143  0.12
H5 -0.477 -1.366 1.674  0.44
H6 0.741 0.041 -1.180  0.25



2.
This record from the Open Molecules 2025 dataset describes a molecular structure, C8H20F8Li4N5O23S8. The level of theory is wB97M-V/def2-TZVPD.

Its net charge is -1. The frontier orbital gap is 7.69 eV. The max |F| comes out at 0.2137 Eh/bohr. The energy above the lowest of the compared OMol25 structures with the same formula, charge and spin is 4.8245 eV. As for the LUMO energy: -0.00203 Eh.

Last column: Mulliken charge in e.
CARTESIAN COORDINATES (ANGSTROEM)
Li1 -0.718 -13.573 -2.359  1.29
Li2 3.488 -14.001 -6.500  0.94
Li3 3.143 -12.919 -3.861  1.02
Li4 -0.554 -11.243 -6.229  0.89
N1 -1.507 -15.430 -2.230  -0.18
S1 -1.187 -16.543 -0.827  0.95
O1 -0.017 -16.231 -0.055  -0.55
O2 -1.552 -17.929 -0.830  -0.56
F1 -2.408 -15.989 0.088  -0.31
S2 -0.812 -16.459 -3.161  0.92
O3 -1.551 -17.624 -3.588  -0.59
O4 0.663 -16.501 -3.148  -0.48
F2 -1.065 -15.547 -4.459  -0.32
N2 4.690 -13.462 -5.010  -0.26
S3 6.069 -12.309 -4.998  0.94
O5 7.143 -12.562 -5.997  -0.54
O6 6.327 -11.860 -3.641  -0.50
F3 5.336 -10.998 -5.634  -0.29
S4 5.598 -14.587 -4.489  0.95
O7 6.141 -14.397 -3.125  -0.56
O8 6.351 -15.446 -5.414  -0.59
F4 4.312 -15.569 -4.287  -0.24
N3 3.503 -12.942 -1.915  -0.22
S5 2.492 -13.765 -1.059  0.77
O9 1.098 -13.871 -1.521  -0.29
O10 2.800 -14.074 0.347  -0.58
F5 2.949 -15.172 -1.695  -0.33
S6 2.728 -11.506 -1.206  0.86
O11 3.051 -11.099 0.132  -0.59
O12 1.478 -11.077 -1.806  -0.42
F6 3.718 -10.459 -1.962  -0.32
N4 -2.312 -12.473 -2.410  -0.13
S7 -2.816 -11.691 -3.626  0.80
O13 -1.876 -11.312 -4.682  -0.55
O14 -3.923 -10.830 -3.393  -0.60
F7 -3.440 -13.007 -4.268  -0.29
S8 -2.107 -10.982 -1.551  1.00
O15 -3.186 -10.658 -0.616  -0.59
O16 -1.320 -9.936 -2.187  -0.50
F8 -1.022 -11.684 -0.531  -0.29
N5 0.598 -13.428 -5.095  0.84
O17 1.734 -13.893 -5.263  -0.51
O18 0.361 -12.992 -3.980  -0.25
O19 -0.172 -13.245 -6.020  -0.71
C1 5.279 -13.063 -8.885  -0.94
O20 4.407 -14.091 -8.424  -0.23
C2 4.871 -15.364 -8.752  -0.60
C3 3.712 -16.323 -8.242  -0.51
O21 3.305 -15.955 -6.868  0.01
C4 2.313 -16.808 -6.389  -0.86
H1 6.318 -13.358 -8.735  0.36
H2 5.141 -12.091 -8.411  0.30
H3 5.263 -12.819 -9.948  0.29
H4 5.823 -15.619 -8.287  0.44
H5 4.906 -15.458 -9.838  0.39
H6 4.083 -17.348 -8.235  0.37
H7 2.815 -16.271 -8.860  0.21
H8 1.362 -16.652 -6.898  0.27
H9 2.095 -16.669 -5.330  0.09
H10 2.549 -17.870 -6.456  0.38
C5 -3.161 -18.922 -6.777  -0.64
O22 -2.587 -18.046 -7.815  -0.47
C6 -2.039 -16.882 -7.231  -0.37
C7 -1.553 -15.861 -8.256  -0.08
O23 -0.594 -16.448 -9.122  -0.37
C8 -0.015 -15.504 -10.051  -0.69
H11 -3.937 -18.461 -6.167  0.27
H12 -2.301 -19.189 -6.163  0.28
H13 -3.580 -19.853 -7.160  0.29
H14 -1.216 -17.308 -6.657  0.09
H15 -2.790 -16.485 -6.549  0.42
H16 -1.095 -15.043 -7.701  0.04
H17 -2.437 -15.571 -8.825  0.47
H18 0.692 -16.038 -10.686  0.27
H19 0.536 -14.750 -9.488  0.21
H20 -0.763 -15.044 -10.697  0.30



3.
This record from the Open Molecules 2025 dataset describes a molecular structure, C9H13AuClFNO4Si. The level of theory is wB97M-V/def2-TZVPD.

Its net charge is +1. The frontier orbital gap is 7.65 eV. The max |F| comes out at 0.0013 Eh/bohr. The energy above the lowest of the compared OMol25 structures with the same formula, charge and spin is 0.0000 eV. As for the LUMO energy: -0.20512 Eh.

Last column: Mulliken charge in e.
CARTESIAN COORDINATES (ANGSTROEM)
Au1 -0.997 1.504 -1.431  0.39
C1 -0.806 -3.070 0.303  -1.06
Si1 -1.549 -1.416 -0.095  -0.04
C2 -2.066 -0.465 1.405  -0.90
C3 -2.802 -1.516 -1.446  -0.94
N1 -0.226 -0.324 -0.834  -0.28
C4 0.999 -0.368 -0.656  0.45
C5 1.858 -1.187 0.204  -0.55
C6 2.570 -0.590 1.165  -0.39
C7 2.610 0.846 1.409  -0.15
C8 2.492 1.845 0.511  -0.37
C9 2.373 1.576 -0.885  0.67
F1 2.965 2.332 -1.720  -0.15
H1 -1.628 -3.747 0.551  0.37
H2 -0.144 -3.050 1.170  0.36
H3 -0.281 -3.512 -0.546  0.37
H4 -2.861 -1.011 1.919  0.37
H5 -2.448 0.525 1.154  0.37
H6 -1.241 -0.345 2.110  0.32
H7 -3.616 -2.177 -1.140  0.35
H8 -2.373 -1.923 -2.364  0.34
H9 -3.234 -0.539 -1.672  0.36
H10 1.837 -2.262 0.085  0.60
H11 3.129 -1.207 1.858  0.49
H12 2.845 1.142 2.425  0.49
H13 2.631 2.884 0.773  0.47
O1 -0.795 3.895 0.627  -0.50
Cl1 -0.480 4.293 -0.731  1.03
O2 0.868 3.797 -1.066  -0.57
O3 -1.439 3.494 -1.657  -0.66
O4 1.810 0.575 -1.426  -0.24



4.
This record from the Open Molecules 2025 dataset describes a molecular structure, C38H64B2ClF3KMg2N4O14. The level of theory is wB97M-V/def2-TZVPD.

Its net charge is +1. The frontier orbital gap is 1.69 eV. The max |F| comes out at 0.0808 Eh/bohr. As for the LUMO energy: -0.21814 Eh.

Last column: Mulliken charge in e.
CARTESIAN COORDINATES (ANGSTROEM)
C1 -1.667 -6.728 1.594  0.16
C2 -1.807 -5.814 0.810  -1.39
C3 -2.411 -4.538 0.169  0.70
N1 -3.090 -4.704 -1.044  0.18
C4 -3.732 -3.660 -1.752  -0.70
C5 -4.436 -4.076 -3.089  -1.41
C6 -3.450 -4.394 -4.298  0.30
O1 -3.931 -3.630 -5.426  -0.58
C7 -1.925 -4.004 -4.044  -0.84
N2 -1.807 -2.525 -4.191  -0.25
C8 -3.708 -2.233 -1.215  1.06
B1 -4.450 -1.011 -1.960  0.84
O2 -5.777 -1.175 -2.502  -0.75
N3 -3.866 0.343 -2.099  0.41
C9 -2.889 0.414 -3.225  -0.83
C10 -4.940 1.364 -2.208  -1.09
C11 -2.936 -2.012 0.084  -0.04
C12 -2.756 -0.613 0.771  -0.93
O3 -3.620 -0.423 1.911  -0.37
C13 -2.896 0.213 2.941  0.45
C14 -2.141 1.500 2.780  -0.12
C15 -1.418 2.131 3.933  -0.55
C16 -1.409 1.487 5.317  -0.59
C17 -2.179 0.206 5.458  -0.49
C18 -2.896 -0.436 4.289  -0.15
C19 -2.277 -3.193 0.801  0.50
C20 -1.507 -3.051 2.174  -1.06
C21 0.039 -3.459 2.056  -0.45
C22 0.708 -2.766 0.737  -0.62
C23 2.089 -2.126 1.236  0.41
C24 3.183 -2.410 0.083  -0.96
C25 4.476 -1.542 0.510  -0.13
C26 5.081 -0.658 -0.665  -0.73
C27 4.033 0.239 -1.466  -0.01
C28 4.533 1.735 -1.679  -0.67
O4 3.566 2.740 -1.317  -0.22
C29 3.261 2.682 0.079  -0.83
H1 -1.324 -7.662 2.115  0.40
H2 -3.120 -5.650 -1.440  0.40
H3 -5.212 -3.354 -3.459  0.23
H4 -4.991 -5.046 -2.865  0.44
H5 -3.502 -5.494 -4.539  0.36
H6 -3.378 -3.904 -6.179  0.33
H7 -1.494 -4.412 -3.088  0.18
H8 -1.336 -4.482 -4.898  0.48
H9 -1.353 -2.383 -5.096  0.26
H10 -1.243 -2.138 -3.435  0.13
H11 -6.346 -1.609 -1.836  0.29
H12 -1.854 0.262 -2.769  0.15
H13 -2.863 1.459 -3.669  0.37
H14 -3.024 -0.372 -4.019  0.28
H15 -5.564 1.305 -3.148  0.55
H16 -4.471 2.369 -2.026  0.59
H17 -5.664 1.162 -1.325  -0.37
H18 -1.688 -0.588 1.172  0.53
H19 -2.849 0.271 0.081  0.26
H20 -2.092 2.040 1.793  0.36
H21 -0.823 3.088 3.854  0.30
H22 -0.841 1.974 6.160  0.44
H23 -2.265 -0.342 6.441  0.34
H24 -3.436 -1.406 4.423  0.34
H25 -1.529 -2.006 2.592  0.09
H26 -1.990 -3.712 2.960  0.73
H27 0.186 -4.571 2.074  0.24
H28 0.553 -3.058 3.027  0.17
H29 0.083 -1.914 0.338  0.13
H30 0.848 -3.575 -0.035  0.34
H31 2.483 -2.610 2.176  0.23
H32 2.021 -0.994 1.342  0.00
H33 3.414 -3.524 0.047  0.44
H34 2.771 -2.120 -0.924  0.35
H35 4.175 -0.852 1.374  -0.24
H36 5.245 -2.302 0.852  0.36
H37 5.814 0.064 -0.172  0.35
H38 5.665 -1.360 -1.334  0.30
H39 3.915 -0.243 -2.489  0.38
H40 3.030 0.163 -0.940  0.00
H41 5.542 1.910 -1.175  0.34
H42 4.716 1.866 -2.792  0.15
H43 2.998 3.719 0.504  0.24
H44 2.358 2.000 0.209  0.35
H45 4.113 2.192 0.642  0.24
F1 2.305 -2.783 4.045  -0.84
Mg1 -7.416 0.919 -1.675  0.15
C30 3.707 3.847 -4.944  -0.38
O5 2.843 2.735 -4.750  -0.51
H46 3.807 4.036 -6.011  0.21
H47 3.283 4.730 -4.459  0.23
H48 4.692 3.623 -4.521  0.20
H49 2.774 2.592 -3.797  0.28
B2 -2.870 6.686 -4.695  0.53
O6 -3.367 6.474 -3.319  -0.39
C31 -4.263 5.504 -3.365  0.68
O7 -4.858 5.086 -2.404  -0.58
C32 -4.404 5.027 -4.766  0.56
O8 -5.137 4.151 -5.148  -0.62
O9 -3.591 5.715 -5.547  -0.42
F2 -1.468 6.441 -4.750  -0.38
F3 -3.149 8.008 -5.117  -0.35
Cl1 -0.295 -3.991 4.403  -0.50
C33 -4.750 5.663 0.713  0.85
O10 -5.260 6.668 0.222  -0.38
O11 -5.275 4.954 1.615  -0.38
O12 -3.627 5.190 0.389  -0.36
K1 1.466 5.041 0.511  1.02
C34 6.292 4.380 -7.723  -0.47
O13 5.048 4.552 -8.388  -0.50
H50 6.691 5.360 -7.464  0.21
H51 6.143 3.797 -6.809  0.16
H52 6.994 3.866 -8.384  0.29
H53 4.716 3.675 -8.605  0.29
C35 3.089 -1.066 8.812  -1.51
C36 3.050 -1.581 7.375  0.64
C37 4.201 -1.054 6.493  -0.84
O14 4.067 0.312 6.080  -0.36
C38 4.389 1.268 7.089  -0.78
N4 1.731 -1.275 6.794  -0.47
H54 2.710 -0.047 8.904  0.30
H55 2.464 -1.689 9.452  0.38
H56 4.106 -1.090 9.211  0.37
H57 3.152 -2.669 7.421  0.51
H58 4.206 -1.640 5.563  0.28
H59 5.175 -1.222 6.964  0.56
H60 5.220 0.938 7.714  0.33
H61 3.511 1.483 7.696  0.26
H62 4.675 2.196 6.593  0.28
H63 1.654 -1.728 5.877  -0.07
H64 1.712 -0.275 6.579  0.39
Mg2 3.126 -0.841 4.047  1.06



| no. | energy (eV) |
| --- | --- |
| 1 | -27854.7767 |
| 2 | -172400.7023 |
| 3 | -46020.6000 |
| 4 | -124291.9372 |